Entry 1:
96
Properties=species:S:1:pos:R:3:forces:R:3:mulliken_charge:R:1 method="wB97M-V/def2-TZVPD" total_charge=0 homo_lumo_gap_ev=10.04 homo_energy_ev=-9.93
O 1.526 -1.332 -5.033 0.0 -0.1 -0.1 -0.586
H 1.369 -0.592 -5.620 0.0 0.2 -0.3 0.291
H 2.224 -1.033 -4.451 0.2 0.0 0.2 0.296
O -3.187 -2.454 -0.841 -0.5 0.2 0.1 -0.652
H -2.378 -2.719 -0.404 1.0 -0.2 0.2 0.222
H -3.181 -2.934 -1.669 0.0 -0.1 -0.3 0.264
O 3.641 2.025 -1.619 -0.2 -0.2 -0.5 -0.509
H 3.580 2.310 -0.707 0.1 0.0 0.5 0.298
H 4.555 2.179 -1.858 0.2 0.1 -0.1 0.222
O -2.048 2.915 -0.750 -0.3 -0.4 -0.3 -0.555
H -2.919 2.953 -0.355 -0.4 0.0 0.3 0.252
H -1.556 3.612 -0.317 0.3 0.3 0.5 0.284
O 1.713 1.796 2.436 0.3 0.4 -0.6 -0.545
H 1.181 1.311 3.067 -0.5 -0.7 0.8 0.151
H 1.592 2.715 2.676 -0.2 0.3 0.0 0.265
O -4.077 -2.255 1.817 -0.1 0.3 0.5 -0.600
H -3.932 -2.510 0.905 0.1 0.0 -0.7 0.339
H -4.417 -3.045 2.236 -0.1 -0.2 0.2 0.289
O 3.110 -0.761 2.266 0.5 0.0 0.3 -0.723
H 2.850 0.160 2.251 -0.1 0.2 0.1 0.339
H 2.496 -1.193 1.672 -0.3 -0.3 -0.4 0.175
O 1.779 2.936 -4.000 -0.1 0.2 -0.2 -0.646
H 1.379 2.212 -4.481 -0.2 -0.1 -0.1 0.285
H 2.079 2.543 -3.180 0.4 -0.1 0.5 0.335
O -2.918 2.574 -3.327 -0.2 -0.2 -0.8 -0.650
H -2.498 2.594 -2.467 0.4 0.2 0.6 0.428
H -3.839 2.391 -3.140 -0.2 -0.1 0.0 0.288
O 4.351 2.419 1.591 0.3 0.4 -0.5 -0.645
H 4.772 1.567 1.703 0.2 -0.3 0.0 0.333
H 3.488 2.315 1.992 -0.3 -0.2 0.2 0.370
O -1.945 3.094 3.078 0.3 0.4 0.1 -0.604
H -1.947 2.438 2.382 -0.2 -0.2 -0.3 0.258
H -1.965 2.585 3.889 0.0 -0.1 0.2 0.304
O -4.838 -0.122 -0.606 -0.2 0.7 0.0 -0.661
H -4.241 -0.857 -0.749 0.5 -0.4 -0.2 0.235
H -5.541 -0.486 -0.068 -0.2 -0.1 0.2 0.331
O -1.190 -1.936 -4.704 -0.6 -0.3 0.0 -0.635
H -1.280 -0.983 -4.727 -0.1 0.2 0.1 0.286
H -0.298 -2.100 -5.009 0.4 0.0 0.1 0.342
O 0.205 0.209 4.248 0.4 0.5 0.0 -0.602
H 0.299 -0.217 5.099 0.3 -0.1 0.1 0.265
H -0.662 -0.058 3.940 -0.7 -0.4 -0.4 0.299
O -2.395 -0.649 3.524 0.5 0.4 0.6 -0.582
H -3.001 -1.043 2.896 -0.3 -0.5 -0.7 0.245
H -2.959 -0.185 4.143 -0.2 0.1 0.2 0.276
O -4.689 2.020 1.341 0.3 0.4 0.4 -0.598
H -5.453 2.394 0.902 -0.2 0.1 -0.1 0.294
H -4.386 1.331 0.749 0.0 -0.6 -0.4 0.350
C 2.375 -3.063 -2.227 0.0 -1.2 -1.1 -0.919
C 2.724 -3.158 -0.761 0.3 2.6 -0.9 0.655
C 4.029 -2.448 -0.474 1.0 -2.1 0.3 -1.474
O 1.786 -2.360 -0.112 -2.2 -0.8 2.1 0.588
H 1.548 -3.693 -2.553 0.0 -0.4 0.3 0.305
H 3.241 -3.328 -2.834 0.0 0.0 -0.2 0.544
H 2.010 -2.083 -2.537 0.4 0.3 0.5 -0.304
H 2.725 -4.141 -0.291 -0.1 -0.1 -0.4 0.427
H 4.226 -2.704 0.567 0.4 0.5 0.1 0.354
H 4.078 -1.369 -0.622 -0.3 -0.2 -0.2 0.113
H 4.752 -3.005 -1.070 0.7 0.5 0.0 0.573
H 1.750 -1.473 -0.478 0.1 0.6 0.0 -0.333
C -0.323 -0.273 -1.847 -0.7 0.1 0.8 -1.851
C -0.098 0.370 -0.459 -0.7 1.0 0.0 2.043
C -1.013 -0.050 0.730 0.2 -0.1 -1.1 0.750
O 1.241 0.250 -0.072 1.7 -1.0 -0.3 0.074
H 0.208 0.230 -2.655 0.6 -0.2 0.3 0.085
H -1.354 -0.127 -2.169 -0.3 0.0 0.4 0.577
H -0.172 -1.353 -1.834 0.3 0.0 -0.2 0.413
H -0.178 1.450 -0.588 -0.9 0.0 -0.2 -0.234
H -1.038 0.750 1.470 -0.3 0.1 -0.2 -0.832
H -0.662 -0.915 1.291 0.3 -0.3 -0.4 -0.283
H -1.996 -0.300 0.331 -0.3 0.3 0.3 0.115
H 1.418 0.844 0.661 0.0 0.2 0.2 -0.424
C 0.702 6.318 -0.334 -0.8 0.9 -1.2 -1.713
C 0.563 4.796 -0.415 0.5 1.0 1.0 0.637
C 1.887 4.242 -0.107 1.8 -0.9 -0.8 -0.215
O -0.220 4.358 0.649 -1.9 -0.4 1.1 -0.700
H -0.245 6.858 -0.358 -0.3 -0.4 0.1 0.430
H 1.229 6.746 -1.188 0.3 -0.2 -0.1 0.419
H 1.208 6.692 0.556 0.2 -0.5 0.2 0.301
H 0.096 4.351 -1.293 0.3 0.6 -0.4 0.446
H 1.906 3.154 -0.045 -0.2 -0.1 -0.4 -0.948
H 2.200 4.552 0.890 0.2 0.5 0.0 0.361
H 2.588 4.590 -0.866 0.5 -0.2 0.3 0.548
H 0.285 4.516 1.450 -0.4 0.0 0.3 0.343
C -1.969 -5.169 1.660 -0.6 -0.6 -0.3 -1.531
C -0.743 -4.290 1.509 -0.1 -1.3 0.4 1.292
C 0.474 -5.089 1.976 0.2 1.3 0.2 -1.256
O -0.555 -3.913 0.168 -1.0 -0.3 -0.6 -0.694
H -2.182 -5.425 2.698 -0.1 0.6 0.2 0.405
H -1.863 -6.169 1.241 0.5 0.0 -0.5 0.392
H -2.858 -4.779 1.164 -0.1 0.3 0.2 0.262
H -0.882 -3.377 2.089 0.1 0.0 0.4 -0.130
H 0.400 -5.333 3.035 0.0 -0.2 -0.1 0.449
H 1.289 -4.373 1.864 0.5 -0.3 0.1 0.159
H 0.670 -5.962 1.353 -0.2 0.0 0.1 0.320
H 0.301 -3.482 0.117 0.5 0.7 -0.3 0.045

Entry 2:
12
Properties=species:S:1:pos:R:3:forces:R:3:mulliken_charge:R:1 method="wB97M-V/def2-TZVPD" total_charge=0 homo_lumo_gap_ev=10.75 homo_energy_ev=-9.78
C 1.532 0.536 -0.190 0.1 0.0 0.0 -1.095
C 0.064 0.641 0.020 0.2 0.5 0.0 0.606
O -0.643 1.414 -0.611 0.8 0.7 0.6 -0.596
C -0.714 -0.233 0.951 -0.2 0.4 -0.1 0.008
C -1.138 -0.999 -0.272 -0.2 -0.2 -0.4 -0.441
O -0.822 -1.645 0.938 0.0 0.1 0.0 -0.356
H 1.939 -0.407 0.181 0.0 0.1 -0.1 0.303
H 1.748 0.705 -1.248 0.1 -0.1 0.2 0.326
H 1.946 1.365 0.394 0.2 -0.2 -0.1 0.359
H -1.538 0.233 1.487 0.1 0.1 -0.2 0.307
H -0.400 -1.243 -1.037 -0.2 0.2 0.0 0.242
H -1.974 -0.367 -0.614 -0.9 -1.7 0.2 0.338

Entry 3:
52
Properties=species:S:1:pos:R:3:forces:R:3:mulliken_charge:R:1 method="wB97M-V/def2-TZVPD" total_charge=0 homo_lumo_gap_ev=9.09 homo_energy_ev=-9.52
Rh -0.779 0.169 -0.032 -0.4 -0.8 0.1 0.071
C 1.936 3.386 -0.830 0.0 0.0 0.0 -1.289
C 1.341 2.500 0.068 0.0 0.1 0.0 -0.185
N 0.407 1.791 -0.547 0.4 -0.3 0.0 0.690
N 0.387 2.187 -1.839 0.0 0.1 0.0 -0.155
C 1.304 3.146 -2.030 -0.1 0.0 0.1 -0.150
B -0.629 1.577 -2.800 -0.1 0.0 -0.1 0.003
N -2.023 1.709 -2.139 0.0 0.0 -0.1 0.231
C -3.174 2.247 -2.563 0.0 0.0 0.0 -0.031
C -4.123 2.102 -1.569 0.0 0.0 0.0 -1.271
C -3.462 1.441 -0.534 0.0 0.0 0.0 -0.329
N -2.204 1.224 -0.902 0.0 0.2 0.1 0.291
N -0.321 0.064 -2.880 -0.1 -0.1 0.0 -0.078
C 0.074 -0.742 -3.873 0.0 0.0 0.0 -0.081
C 0.227 -2.021 -3.370 0.0 0.0 0.0 -1.353
C -0.102 -1.919 -2.018 -0.1 0.0 0.0 -0.528
N -0.431 -0.660 -1.758 0.1 0.0 -0.1 0.941
H 2.718 4.095 -0.630 0.0 0.0 0.0 0.414
H 1.517 2.345 1.112 0.0 0.0 0.0 0.487
H 1.425 3.599 -2.999 0.0 0.0 0.0 0.478
H -0.608 2.094 -3.877 0.0 0.0 0.0 -0.079
H -3.234 2.701 -3.538 0.0 0.0 0.0 0.465
H -5.148 2.426 -1.585 0.0 0.0 0.0 0.397
H -3.810 1.122 0.435 0.0 0.0 0.0 0.580
H 0.213 -0.352 -4.867 0.0 0.0 0.0 0.453
H 0.528 -2.903 -3.905 0.0 0.0 0.0 0.427
H -0.145 -2.654 -1.233 0.0 0.0 0.0 0.779
C 2.848 -1.890 3.452 0.0 0.0 0.0 -1.728
C 2.472 -0.722 2.547 0.0 -0.1 0.1 0.913
O 2.987 0.487 3.129 0.0 0.0 0.0 -0.665
P 3.295 -0.880 0.914 0.1 0.0 -0.1 0.590
O 4.836 -0.753 1.303 -0.1 -0.1 0.0 -0.599
O 3.245 -2.424 0.526 0.0 0.0 -0.1 -0.593
O 2.804 0.036 -0.121 0.0 0.0 0.1 -0.563
P 0.663 -0.588 2.282 0.0 0.0 0.2 1.138
O 0.069 -1.201 3.629 -0.1 -0.1 -0.1 -0.574
O 0.302 -1.414 1.053 0.4 0.4 -0.3 -0.453
O 0.234 0.842 2.134 -0.1 0.3 0.0 -0.929
H 3.932 -1.985 3.512 0.0 0.0 0.0 0.372
H 2.441 -2.824 3.067 0.0 0.0 0.0 0.365
H 2.447 -1.711 4.447 0.0 0.0 0.0 0.424
H 2.364 1.198 2.918 0.0 0.0 0.0 0.425
H 4.960 -0.043 1.948 0.0 0.1 0.0 0.379
H 2.443 -2.590 0.011 0.0 0.0 0.0 0.395
H -0.844 -0.886 3.742 0.0 0.0 -0.1 0.426
Cl -5.205 -2.163 0.795 0.0 0.0 0.0 -0.220
C -3.660 -2.410 1.663 0.0 0.1 -0.1 -0.734
C -2.717 -1.264 1.338 0.0 -0.4 0.2 0.855
O -2.538 -0.363 2.155 0.1 0.2 0.1 -0.659
O -2.137 -1.344 0.202 0.1 0.4 -0.1 -0.429
H -3.246 -3.358 1.332 0.0 0.0 0.0 0.289
H -3.878 -2.420 2.725 0.0 0.0 0.0 0.397

Entry 4:
12
Properties=species:S:1:pos:R:3:forces:R:3:mulliken_charge:R:1 method="wB97M-V/def2-TZVPD" total_charge=0 homo_lumo_gap_ev=8.40 homo_energy_ev=-9.33
H 2.154 1.632 -0.830 -0.2 -0.3 -0.2 0.289
N 2.542 0.884 -0.253 1.4 1.2 -0.3 -0.537
C 1.895 -0.161 -0.214 -2.3 -3.3 3.9 0.082
C 0.503 -0.682 -0.258 0.2 1.2 -4.6 0.326
O 0.231 -1.762 -0.762 -0.2 0.9 1.4 -0.499
C -0.552 0.418 -0.046 -1.6 -0.1 0.5 0.807
C -1.864 -0.111 0.439 -0.2 0.3 0.0 -1.129
O -0.356 1.558 -0.391 0.5 -0.9 0.2 -0.491
H 1.986 -1.000 0.645 2.4 1.2 -0.9 0.175
H -2.599 0.687 0.499 0.0 0.0 0.0 0.332
H -2.214 -0.886 -0.244 0.1 -0.1 0.0 0.313
H -1.726 -0.577 1.415 0.0 0.0 0.0 0.331

Entry 5:
85
Properties=species:S:1:pos:R:3:forces:R:3:mulliken_charge:R:1 method="wB97M-V/def2-TZVPD" total_charge=0 homo_lumo_gap_ev=10.10 homo_energy_ev=-9.70
O -5.913 24.009 -12.969 0.1 -0.2 0.0 -0.583
C -6.452 24.288 -14.242 0.0 0.3 -0.9 0.079
C -6.012 25.642 -14.771 0.2 0.1 0.4 -0.301
O -6.601 26.682 -13.980 -0.5 -0.2 -0.3 -0.561
H -6.277 24.635 -12.334 -0.1 0.0 -0.1 0.284
H -6.131 23.540 -14.976 0.4 -0.2 0.4 -0.040
H -7.545 24.210 -14.257 0.0 0.3 0.2 0.354
H -6.280 25.691 -15.834 -0.3 0.4 0.2 0.133
H -4.928 25.794 -14.718 0.0 -0.6 -0.1 0.273
H -5.906 27.168 -13.539 0.1 0.1 0.0 0.354
O -2.073 24.311 -18.461 0.1 0.0 0.2 0.164
C -1.859 22.997 -17.940 -0.8 -0.7 -0.2 -0.641
C -2.219 22.921 -16.472 0.2 1.0 0.3 0.162
O -3.624 23.076 -16.300 -0.2 -0.1 0.1 -0.189
H -3.020 24.382 -18.649 0.1 0.2 0.0 -0.245
H -2.558 22.347 -18.475 0.3 -0.3 0.0 0.249
H -0.853 22.646 -18.163 0.1 0.3 0.0 0.504
H -1.715 23.730 -15.928 0.1 0.0 -0.1 0.132
H -1.899 22.013 -15.965 -0.2 -0.3 -0.3 -0.103
H -3.891 23.879 -16.771 0.1 0.0 0.1 0.034
O -1.223 21.781 -20.894 0.2 -0.1 -0.1 -0.354
C -0.762 22.515 -22.013 -0.4 0.1 -1.0 -0.509
C -0.712 23.996 -21.637 -0.2 -0.7 -0.1 0.452
O -0.433 24.787 -22.784 0.4 -0.1 0.3 -0.563
H -1.363 20.872 -21.178 0.0 0.0 0.1 0.230
H 0.176 22.142 -22.449 0.4 0.1 0.7 0.336
H -1.427 22.390 -22.881 -0.4 0.2 0.3 0.345
H -0.010 24.139 -20.812 0.1 0.2 -0.1 0.142
H -1.697 24.278 -21.273 -0.1 0.1 0.0 -0.362
H 0.515 24.702 -22.933 -0.1 0.2 -0.2 0.350
O -5.286 21.309 -12.579 -0.1 0.2 -0.3 -0.640
C -4.262 21.144 -13.558 -0.6 -0.5 0.4 -0.620
C -4.752 20.440 -14.823 0.8 0.2 0.5 0.878
O -5.147 19.088 -14.650 -0.1 0.0 0.5 -0.576
H -5.653 22.202 -12.722 0.0 -0.3 0.3 0.404
H -3.861 22.125 -13.821 0.2 -0.1 -0.2 0.267
H -3.503 20.516 -13.081 0.2 0.1 -0.1 0.379
H -3.861 20.402 -15.456 -0.4 0.3 -0.5 -0.509
H -5.558 21.042 -15.248 0.0 -0.1 -0.3 0.018
H -5.325 18.947 -13.711 -0.2 0.1 -0.1 0.349
C 0.055 27.409 -17.644 0.7 0.3 -0.3 -0.920
C 0.682 26.527 -18.722 -1.5 -0.3 -0.1 -0.109
O 0.572 25.157 -18.373 0.5 -0.2 0.1 -0.569
H -0.969 27.095 -17.460 0.0 -0.1 0.1 0.086
H 0.046 28.443 -18.007 -0.1 0.0 0.2 0.358
H 0.625 27.378 -16.716 -0.1 -0.1 0.0 0.311
H 1.714 26.767 -18.966 0.1 -0.1 0.2 0.403
H 0.066 26.652 -19.628 0.4 0.3 -0.1 0.159
H -0.376 24.943 -18.387 0.2 0.1 0.0 0.263
C -1.834 19.387 -17.728 -0.6 -0.4 -0.4 -0.758
C -2.035 18.252 -16.731 0.5 1.1 0.3 0.002
O -2.448 17.107 -17.443 0.0 -0.2 0.2 -0.543
H -1.502 20.310 -17.263 0.2 -0.1 0.1 -0.020
H -2.771 19.597 -18.253 -0.1 0.0 0.2 0.304
H -1.143 19.066 -18.508 0.2 0.1 0.2 0.494
H -2.738 18.544 -15.944 -0.3 -0.1 -0.2 -0.007
H -1.081 18.130 -16.198 0.0 -0.5 -0.2 0.229
H -2.929 16.534 -16.839 0.0 0.0 -0.1 0.326
C -0.363 21.236 -13.141 0.2 0.4 -0.3 -0.497
C 0.698 21.939 -12.302 0.1 -0.1 -0.4 -0.556
O 1.949 21.242 -12.329 -0.3 0.1 0.1 -0.523
H -0.103 21.241 -14.203 0.4 -0.1 0.1 0.143
H -1.297 21.803 -13.128 -0.2 -0.3 0.5 0.124
H -0.467 20.199 -12.824 -0.4 0.0 0.0 0.407
H 0.390 22.054 -11.260 -0.2 0.1 -0.1 0.315
H 0.869 22.933 -12.717 0.2 0.0 0.1 0.289
H 1.829 20.478 -11.755 0.2 0.0 -0.1 0.300
C -3.293 27.690 -19.122 -0.5 0.0 -0.8 -0.244
C -3.994 28.728 -19.995 0.5 0.4 0.9 -0.562
O -5.080 28.142 -20.678 -0.1 -0.4 -0.2 -0.479
H -3.982 27.348 -18.350 0.2 -0.1 0.2 0.137
H -2.391 28.118 -18.698 -0.1 0.1 0.2 0.233
H -3.000 26.846 -19.753 0.0 -0.1 0.1 0.008
H -3.252 29.176 -20.666 -0.2 -0.1 -0.2 0.397
H -4.370 29.517 -19.325 0.1 0.1 -0.2 0.286
H -5.339 28.690 -21.421 0.0 0.1 0.0 0.281
C -4.932 24.385 -20.706 -0.6 0.9 0.0 -0.694
C -5.614 25.114 -19.537 0.4 -0.3 -0.6 -0.348
O -5.105 24.588 -18.295 -0.1 0.1 0.2 -0.305
H -5.395 24.648 -21.662 -0.4 -0.2 0.2 0.474
H -5.062 23.326 -20.492 0.4 -0.2 -0.4 0.322
H -3.904 24.702 -20.875 0.2 -0.4 0.5 -0.126
H -6.687 24.934 -19.614 -0.1 0.1 0.2 0.429
H -5.423 26.184 -19.535 -0.1 -0.2 0.0 -0.096
H -5.571 23.766 -18.098 0.1 0.0 -0.1 0.206

Entry 6:
9
Properties=species:S:1:pos:R:3:forces:R:3:mulliken_charge:R:1 method="wB97M-V/def2-TZVPD" total_charge=-1 homo_lumo_gap_ev=8.72 homo_energy_ev=-4.37
C -0.577 -0.119 -0.860 -4.9 0.4 0.7 -0.608
C -0.072 -0.007 0.336 2.0 1.2 0.0 -0.267
P 1.786 0.022 0.246 1.5 0.8 -1.5 0.585
O 2.193 -1.259 -0.420 -0.3 -0.2 0.3 -0.719
O 2.436 1.300 -0.297 -1.5 -0.9 0.5 -0.732
H -1.700 -0.017 -1.152 2.0 -0.1 0.6 0.169
H 0.083 -0.339 -1.591 1.8 -0.9 -2.8 0.276
H -0.541 0.390 1.201 -0.8 0.0 0.7 0.360
H 2.107 0.076 1.573 0.2 -0.4 1.4 -0.064

In the order shown, the computed M values come out to 528.624, 86.090, 614.447, 99.089, 478.617, 91.026 g mol⁻¹.
In the order shown, the computed total energy values come out to -54433.5521, -8336.3788, -75950.9711, -9811.2904, -46155.8970, -15524.1334 eV.
In the order shown, the computed LUMO level values come out to 0.10, 0.97, -0.43, -0.93, 0.40, 4.35 eV.